# 1
Molecular formula: CH7N2O
Method: DFT, ωB97M-V/def2-TZVPD

Element x y z (Å)
O: 2.1388 -0.4887 -0.7268
H: -0.2817 0.1369 1.7655
H: 3.0010 -0.8720 -0.4826
H: 2.0149 -0.8295 -1.6054
N: -0.0646 0.3325 0.8022
C: -1.2770 -0.0668 -0.0437
N: -2.2141 0.7468 0.0894
H: 0.8104 -0.1257 0.4585
H: 0.0755 1.3750 0.6468
H: -1.0978 -0.9418 -0.4965
H: -3.1053 0.7333 -0.4073

Forces on atoms 1 to 3 (eV/Å):
O 0.586 -0.215 0.739
H 0.165 0.030 0.648
H -0.363 0.327 0.157

## Properties
Net charge: +1
ΔE to the lowest compared entry with this formula, charge and spin (kJ/mol): 162.56
Highest occupied orbital energy (eV): -15.810
Molar mass (Da): 63.08
Gap between HOMO and LUMO (Ha): 0.440

Löwdin population analysis, charges in e, atoms 1 to 2:
1 O -0.035
2 H 0.155

# 2
Molecular formula: C28H41BaBrN2P2S
Method: DFT, ωB97M-V/def2-TZVPD

Element x y z (Å)
C: 0.3419 -4.3253 -5.7573
C: 0.8574 -3.2162 -5.0763
C: 1.0907 -2.0331 -5.8051
C: 0.7055 -1.9787 -7.1499
N: 0.1699 -3.0321 -7.7658
C: -0.0165 -4.1758 -7.1075
C: 0.9751 -3.1964 -3.6173
C: 0.5260 -2.5117 -2.6729
C: -0.1424 -1.7926 -1.6481
C: -1.2945 -2.3332 -1.0418
C: -1.9468 -1.6365 -0.0416
C: -1.4421 -0.4033 0.4071
C: -0.2806 0.1222 -0.1609
C: 0.3912 -0.5805 -1.1607
Ba: 2.0035 -3.6368 -0.8393
P: -2.3114 0.6002 1.6307
H: 1.5132 -1.1489 -5.3325
H: 0.1653 -5.2714 -5.2550
H: 0.8419 -1.0615 -7.7325
H: -0.4610 -5.0108 -7.6595
H: 1.3110 -0.2028 -1.6234
H: -1.6956 -3.2737 -1.4267
H: 0.1547 1.0596 0.2085
H: -2.8722 -2.0270 0.3740
C: -1.1991 0.5464 3.0455
C: -1.3432 1.6967 4.0472
H: -0.1651 0.4779 2.6629
H: -1.3860 -0.4345 3.5253
H: -0.8950 1.3871 5.0016
H: -0.8245 2.5999 3.6971
H: -2.3943 1.9471 4.2386
C: -2.6546 2.1480 0.7722
C: -3.2654 1.9591 -0.6235
H: -1.7161 2.7232 0.6946
H: -3.3268 2.7177 1.4288
H: -3.2611 2.9149 -1.1523
H: -2.6861 1.2565 -1.2323
H: -4.2988 1.6024 -0.5843
C: -3.8638 -0.2140 2.0217
C: -4.7886 0.5931 2.9286
H: -3.6344 -1.1927 2.4765
H: -4.3467 -0.4255 1.0568
H: -5.7511 0.0774 3.0098
H: -4.3796 0.6774 3.9395
H: -4.9822 1.6013 2.5483
Br: 1.9330 -1.3102 1.2324
P: 3.3315 2.8768 0.6450
C: 1.5625 3.3115 1.0113
C: 1.4430 4.7210 1.6042
H: 1.1688 2.5563 1.7123
H: 0.9942 3.2427 0.0687
H: 0.3893 5.0288 1.6269
H: 1.8288 4.7545 2.6318
H: 1.9990 5.4531 1.0025
C: 3.6964 1.6487 1.9552
C: 5.1529 1.7220 2.4117
H: 3.4427 0.6446 1.5741
H: 3.0189 1.8576 2.7948
H: 5.2986 1.0739 3.2806
H: 5.8285 1.3840 1.6207
H: 5.4374 2.7394 2.7002
C: 3.1775 1.9351 -0.9277
C: 3.4853 2.8470 -2.1239
H: 2.1651 1.5171 -0.9903
H: 3.8836 1.0945 -0.8705
H: 3.6273 2.2466 -3.0288
H: 2.6636 3.5497 -2.3081
H: 4.4013 3.4251 -1.9504
S: -2.4664 -4.4340 2.0620
C: -1.3769 -3.5590 3.0999
C: -0.1109 -3.5650 2.5580
N: 0.0028 -4.1748 1.3146
C: -1.1727 -4.6996 0.9537
H: -1.6679 -3.1060 4.0357
H: 0.7633 -3.0888 3.0033
H: -1.3222 -5.2857 0.0511

Forces on atoms 1 to 3 (eV/Å):
C -0.124 0.162 -0.174
C 0.281 -0.452 -0.972
C -0.198 0.041 0.034

## Properties
Net charge: +2
Highest occupied orbital energy (eV): -11.894
Molar mass (Da): 716.90
Gap between HOMO and LUMO (Ha): 0.183

Löwdin population analysis, charges in e, atoms 1 to 2:
1 C -0.012
2 C -0.239

| no. | electronic energy (Ha) |
| --- | --- |
| 1 | -226.77350 |
| 2 | -4880.91978 |